Entry 1:
The following is a DFT calculation (ωB97M-V with the def2-TZVPD basis set) of a structure of composition C5H10.

The geometry in XYZ format:
```
15
Properties=species:S:1:pos:R:3
C 0.518 1.341 1.201
C 0.137 1.536 -0.098
C -0.637 -0.341 -1.056
C -0.847 -1.363 -0.218
C 0.436 -1.375 -0.980
H 1.554 1.129 1.458
H -0.110 1.684 2.020
H 0.044 -0.265 1.614
H -0.790 2.063 -0.311
H 0.878 1.534 -0.892
H -1.152 0.211 -1.828
H -1.617 -2.059 0.084
H -0.356 -0.885 1.239
H 1.354 -1.127 -0.432
H 0.587 -2.083 -1.800
```

Its net charge is 0. The value obtained for the LUMO energy is 1.1 eV. The value obtained for the HOMO-LUMO gap is 9.826 eV. The relative energy (zero: lowest compared OMol25 entry of this formula, charge and spin) comes out at 573.2 kJ/mol.



Entry 2:
The following is a DFT calculation (ωB97M-V with the def2-TZVPD basis set) of a structure of composition C5H10Br2N3O3.

The geometry in XYZ format:
```
23
Properties=species:S:1:pos:R:3
C 0.254 1.023 -1.310
C 0.642 0.077 1.052
C 0.197 -1.394 -0.892
C -0.027 -0.036 -0.326
C -4.032 -0.025 0.162
N -1.508 0.149 -0.114
N -4.403 -0.097 1.700
N -2.539 -0.576 0.033
O -4.188 0.885 2.336
O -5.003 -1.057 1.981
O -2.444 -1.749 0.231
Br -5.176 -1.136 -0.733
Br -4.088 1.873 -0.328
H -0.524 0.967 -2.077
H 0.083 2.017 -1.013
H 1.321 1.127 -1.575
H 0.318 -0.798 1.622
H 0.621 1.049 1.535
H 1.623 -0.297 0.822
H -0.027 -2.228 -0.340
H -0.491 -1.304 -1.727
H 1.171 -1.443 -1.476
H -1.677 1.123 -0.139
```

Its net charge is +1. The value obtained for the LUMO energy is -5.5 eV. The value obtained for the HOMO-LUMO gap is 9.092 eV. The relative energy (zero: lowest compared OMol25 entry of this formula, charge and spin) comes out at 0.0 kJ/mol.



Entry 3:
The following is a DFT calculation (ωB97M-V with the def2-TZVPD basis set) of a cluster of 3 separate species, C5H10Br2Si in total.

The geometry in XYZ format:
```
18
Properties=species:S:1:pos:R:3
C -2.164 -1.422 2.860
C -2.310 -0.252 3.149
C 2.502 0.175 -2.110
C 1.302 0.492 -1.227
C 1.601 0.248 0.313
Si -2.928 -0.040 -0.451
Br -4.025 1.930 -0.166
Br -4.486 -1.621 -0.432
H -2.011 -2.247 2.379
H 1.892 -0.792 0.410
H -2.480 0.564 3.653
H 2.871 -0.847 -2.124
H 2.190 0.261 -3.091
H 3.334 0.732 -1.928
H 1.099 1.552 -1.225
H 0.515 -0.136 -1.542
H 0.761 0.469 0.948
H 2.337 0.933 0.585
```

Its net charge is 0. The value obtained for the LUMO energy is -0.9 eV. The value obtained for the HOMO-LUMO gap is 8.383 eV. The relative energy (zero: lowest compared OMol25 entry of this formula, charge and spin) comes out at 309.5 kJ/mol.



Entry 4:
The following is a DFT calculation (ωB97M-V with the def2-TZVPD basis set) of an isolated molecule of C5H10Br2Si.

The geometry in XYZ format:
```
18
Properties=species:S:1:pos:R:3
C 1.101 3.132 0.200
C 1.429 1.879 -0.124
C -1.871 -1.937 -1.046
C -0.455 -1.371 -0.781
C -0.615 -0.558 0.558
Si 1.060 0.378 0.954
Br 1.173 0.888 3.134
Br 2.709 -1.045 0.661
H 1.347 3.981 -0.355
H 1.004 3.416 1.301
H 2.014 1.699 -0.985
H -2.677 -1.372 -0.523
H -2.073 -2.401 -2.095
H -1.929 -2.779 -0.373
H 0.331 -2.159 -0.557
H -0.310 -0.607 -1.609
H -0.819 -1.339 1.314
H -1.417 0.194 0.326
```

Its net charge is 0. The value obtained for the LUMO energy is 0.6 eV. The value obtained for the HOMO-LUMO gap is 10.723 eV. The relative energy (zero: lowest compared OMol25 entry of this formula, charge and spin) comes out at 13.6 kJ/mol.



Entry 5:
The following is a DFT calculation (ωB97M-V with the def2-TZVPD basis set) of an isolated molecule of C5H10BrN.

The geometry in XYZ format:
```
17
Properties=species:S:1:pos:R:3
C 0.762 -0.530 0.933
C 0.508 -1.805 -1.160
C -1.164 2.431 0.449
C 1.367 -1.630 0.120
C -0.630 1.408 1.415
N -0.168 0.132 0.432
Br 0.771 2.168 2.584
H 1.103 -0.304 1.958
H 1.088 -2.193 -1.939
H 0.029 -0.832 -1.408
H -0.270 -2.490 -0.874
H -0.249 2.654 -0.003
H -1.552 3.215 1.040
H -1.808 2.013 -0.341
H 2.355 -1.352 -0.074
H 1.224 -2.627 0.661
H -1.414 0.815 1.967
```

Its net charge is 0. The value obtained for the LUMO energy is 0.8 eV. The value obtained for the HOMO-LUMO gap is 10.473 eV. The relative energy (zero: lowest compared OMol25 entry of this formula, charge and spin) comes out at 70.1 kJ/mol.



Entry 6:
The following is a DFT calculation (ωB97M-V with the def2-TZVPD basis set) of a structure of composition C5H10BrNO.

The geometry in XYZ format:
```
18
Properties=species:S:1:pos:R:3
C -1.652 0.221 -0.182
C 0.908 -0.706 1.394
C 1.095 -0.955 -1.082
C 0.116 1.097 -0.140
C 1.137 -0.013 0.089
N -2.620 1.133 -0.080
O -1.879 -0.961 -0.106
Br 3.057 1.081 -0.009
H 0.553 -0.120 2.101
H 0.193 -1.504 1.054
H 1.675 -1.401 1.798
H 0.325 -1.731 -0.955
H 0.775 -0.438 -2.025
H 1.953 -1.613 -1.199
H 0.314 1.415 -1.115
H 0.135 1.633 0.756
H -2.545 2.084 0.159
H -3.542 0.778 -0.461
```

Its net charge is 0. The value obtained for the LUMO energy is 0.4 eV. The value obtained for the HOMO-LUMO gap is 9.684 eV. The relative energy (zero: lowest compared OMol25 entry of this formula, charge and spin) comes out at 146.1 kJ/mol.



Entry 7:
The following is a DFT calculation (ωB97M-V with the def2-TZVPD basis set) of an isolated molecule of C5H10Cl2N2O2.

The geometry in XYZ format:
```
21
Properties=species:S:1:pos:R:3
C 2.983 0.407 -0.222
N 1.804 -0.168 0.042
C 0.700 0.697 -0.084
O 0.619 1.759 -0.373
N -0.631 -0.222 0.087
H -0.804 -1.073 -0.068
C -1.942 0.634 0.244
O -2.023 1.296 -1.326
H -1.288 1.879 -1.452
C -3.024 -0.152 0.411
Cl -4.601 1.052 0.354
Cl -3.269 -1.379 -0.805
H -2.953 -0.696 1.315
H -1.768 1.663 0.858
C 1.610 -1.560 0.319
H 1.259 -2.232 -0.255
H 0.961 -1.847 1.328
H 2.580 -1.884 0.859
H 3.480 -0.036 -1.204
H 3.581 0.424 0.665
H 2.726 1.438 -0.691
```

Its net charge is 0. The value obtained for the LUMO energy is 0.4 eV. The value obtained for the HOMO-LUMO gap is 9.673 eV.



Entry 8:
The following is a DFT calculation (ωB97M-V with the def2-TZVPD basis set) of a cluster of 2 separate species, C5H10ClFNO2 in total.

The geometry in XYZ format:
```
20
Properties=species:S:1:pos:R:3
C -1.560 0.155 -0.306
C -0.115 2.082 -0.393
C -2.534 -1.948 -0.247
C 3.200 -1.145 0.089
C -0.577 0.873 0.332
N -0.113 0.683 1.555
O -1.858 0.261 -1.604
O -1.885 -1.005 0.311
F 1.990 -1.614 0.566
Cl 3.049 0.421 -0.463
H -0.780 2.468 -1.050
H 0.216 2.851 0.304
H 0.838 1.621 -0.857
H -2.793 -1.861 -1.277
H -2.643 -2.884 0.356
H 3.773 -1.388 1.046
H 3.408 -2.008 -0.597
H -1.692 1.270 -1.848
H 0.244 1.470 2.119
H -0.166 -0.302 1.965
```

Its net charge is +1. The value obtained for the LUMO energy (spin up / spin down) is -5.3 / -4.6 eV. The value obtained for the HOMO-LUMO gap (spin up / spin down) is 6.859 / 7.796 eV. The relative energy (zero: lowest compared OMol25 entry of this formula, charge and spin) comes out at 275.0 kJ/mol.



Entry 9:
The following is a DFT calculation (ωB97M-V with the def2-TZVPD basis set) of the ion C5H10ClN4 with charge +1.

The geometry in XYZ format:
```
20
Properties=species:S:1:pos:R:3
C -0.689 1.254 0.483
C -2.589 -0.040 0.212
C -2.215 -1.305 -0.043
C 1.444 0.397 -0.278
C 2.274 1.409 0.373
N -1.873 0.984 0.781
N 0.160 0.457 -0.245
N -1.060 -1.978 0.422
N 2.072 -0.524 -0.962
Cl -4.209 0.349 -0.252
H -0.300 2.335 0.843
H -2.850 -1.919 -0.789
H 2.098 2.399 -0.084
H 3.364 1.145 0.302
H 1.905 1.568 1.372
H -0.350 -0.239 -0.748
H -0.787 -1.731 1.319
H -0.898 -2.955 0.204
H 2.904 -0.342 -1.531
H 1.598 -1.264 -1.379
```

Its net charge is +1. The value obtained for the LUMO energy is -4.3 eV. The value obtained for the HOMO-LUMO gap is 7.484 eV. The relative energy (zero: lowest compared OMol25 entry of this formula, charge and spin) comes out at 185.8 kJ/mol.



Entry 10:
The following is a DFT calculation (ωB97M-V with the def2-TZVPD basis set) of a cluster of 2 separate species, C5H10ClNO in total.

The geometry in XYZ format:
```
18
Properties=species:S:1:pos:R:3
C 2.324 -1.344 0.828
C -1.779 1.750 0.758
C -1.026 -0.462 -1.778
C -0.644 0.701 0.466
C -1.199 -0.384 -0.445
N 1.383 -1.789 0.109
O 0.440 1.362 -0.346
Cl -2.163 -1.436 0.576
H 1.889 -0.888 1.813
H -1.475 2.426 1.467
H -2.796 1.316 1.001
H -1.955 2.490 -0.111
H 1.536 -2.152 -0.864
H -0.420 0.237 -2.191
H -1.616 -1.235 -2.192
H -0.173 0.323 1.402
H 0.435 -1.732 0.314
H 1.329 1.424 0.092
```

Its net charge is 0. The value obtained for the LUMO energy is 0.7 eV. The value obtained for the HOMO-LUMO gap is 8.835 eV. The relative energy (zero: lowest compared OMol25 entry of this formula, charge and spin) comes out at 415.7 kJ/mol.



Entry 11:
The following is a DFT calculation (ωB97M-V with the def2-TZVPD basis set) of a cluster of 2 separate species, C5H10ClNO2 in total.

The geometry in XYZ format:
```
19
Properties=species:S:1:pos:R:3
C -0.448 -0.536 0.821
C -2.171 -0.780 -0.815
C -1.940 1.404 0.417
C 3.000 -0.976 0.600
C 2.579 0.636 -1.027
N -1.461 -0.024 0.145
O -0.034 -1.626 0.646
O 3.155 -0.452 -0.562
Cl 1.426 1.437 -0.086
H -1.711 -1.716 -0.837
H -3.153 -0.819 -0.517
H -2.120 -0.386 -1.836
H -2.745 1.379 -0.255
H -2.255 1.442 1.445
H -1.133 2.002 0.163
H 0.096 0.162 1.622
H 3.646 -1.840 0.684
H 2.218 -0.597 1.275
H 3.052 1.288 -1.884
```

Its net charge is 0. The value obtained for the LUMO energy (spin up / spin down) is 0.8 / 0.8 eV. The value obtained for the HOMO-LUMO gap (spin up / spin down) is 8.054 / 8.182 eV. The relative energy (zero: lowest compared OMol25 entry of this formula, charge and spin) comes out at 493.3 kJ/mol.



Entry 12:
The following is a DFT calculation (ωB97M-V with the def2-TZVPD basis set) of a cluster of 2 separate species, C5H10ClNO3 in total.

The geometry in XYZ format:
```
20
Properties=species:S:1:pos:R:3
C -0.471 0.627 -0.385
C -1.606 -1.912 2.070
C -1.427 -1.444 0.626
C 2.813 -0.323 -0.761
C 0.220 1.741 -0.205
N 0.440 2.547 -1.312
O -0.976 0.274 -1.616
O 3.005 -1.139 -1.609
O -0.671 -0.206 0.677
Cl 1.077 2.147 1.178
H -0.611 -1.923 2.543
H -2.204 -1.165 2.595
H -2.165 -2.819 2.022
H -2.397 -1.336 0.074
H -0.775 -2.073 0.113
H 1.979 -0.496 -0.067
H 3.464 0.545 -0.651
H 1.417 2.699 -1.385
H -0.236 3.226 -1.569
H -0.875 1.031 -2.337
```

Its net charge is 0. The value obtained for the LUMO energy is 0.6 eV. The value obtained for the HOMO-LUMO gap is 8.553 eV. The relative energy (zero: lowest compared OMol25 entry of this formula, charge and spin) comes out at 51.0 kJ/mol.